Entry 1:
The following is a quantum chemistry calculation of a cluster of 2 separate species, C3H11N2O in total at a distorted geometry, from OMol25.

* E: -8309.777 eV
* total charge: +1
* gap between HOMO and LUMO: 9.49 eV
* ΔE to the lowest compared entry with this formula, charge and spin: 2.015 eV

Geometry as XYZ:
```
17
Properties=species:S:1:pos:R:3:forces:R:3
C 0.68422 0.06107 -1.88057 0.2868 -0.5932 0.5690
C 0.30828 -0.61486 -0.57530 -0.8214 0.6394 1.0041
C -0.88772 -0.72824 0.06291 1.6697 -1.2969 -1.3399
N -2.07873 -0.89863 -0.55889 0.5111 0.6581 1.2472
N 1.36140 -0.44553 0.47723 0.7339 1.0495 0.7059
H 1.75836 -0.08894 -1.99890 0.0140 0.0803 -0.3711
H 0.20873 -0.35823 -2.76447 -0.1125 0.0618 0.1322
H 0.49535 1.14032 -1.80569 -0.0844 -0.2170 -0.1547
H -0.77078 -0.92310 1.13639 -0.9019 0.3652 -0.0800
H -2.10018 -1.37852 -1.44046 -0.6242 0.3466 -0.0360
H -2.84603 -0.56973 0.00618 -0.5843 -0.6829 -0.8267
H 1.98314 -1.16980 0.84927 -0.3978 -0.7518 -0.7543
H 2.01335 0.27401 0.15089 -0.1269 0.1491 0.2083
H 0.88650 -0.07365 1.31982 0.2601 0.3389 -0.2294
H 0.30927 2.39718 2.37174 -0.3046 0.0793 0.1317
H -1.12266 1.78491 2.40874 -0.2463 0.2977 0.1474
O -0.20251 1.59173 2.24111 0.7288 -0.5239 -0.3537
```
Forces are in eV/Å.

***

Entry 2:
The following is a quantum chemistry calculation of a structure of composition C47H45AsN9OS2V, from OMol25.

* E: -173123.727 eV
* total charge: -1
* gap between HOMO and LUMO (alpha / beta): 5.98 / 5.92 eV
* ΔE to the lowest compared entry with this formula, charge and spin: 0.000 eV
* spin multiplicity: 2

Geometry as XYZ:
```
106
Properties=species:S:1:pos:R:3:forces:R:3
V -0.33249 -0.67552 -0.00396 0.3866 -0.0268 0.2420
C 2.46566 2.87064 3.03055 0.0213 -0.0298 0.0178
C 2.23887 3.21419 1.69719 0.0215 -0.0453 -0.0768
C 1.00036 3.00859 1.14666 -0.0230 -0.0765 0.0482
C 0.00198 2.44671 1.96211 -0.0117 0.4343 -0.0481
N 0.19180 2.13942 3.24202 -0.0429 -0.0106 -0.0626
C 1.40998 2.34730 3.74536 0.0506 -0.0012 0.0355
N -1.27862 2.33244 1.47683 0.0058 -0.6616 -0.0305
C -2.70959 0.85079 1.00005 0.0533 0.0058 -0.0769
N -1.99533 -0.41303 1.13036 0.2293 0.0717 -0.2245
C -2.86035 -1.41350 1.30075 0.0890 -0.1379 0.1016
N -2.63243 -2.68561 1.52949 -0.0736 0.0466 -0.1941
C -1.36213 -3.16917 1.67111 -0.2153 0.2244 0.2560
C -1.26722 -4.51237 2.09382 0.0983 -0.0149 0.0602
C -0.04466 -5.05746 2.38584 -0.0433 0.0431 -0.0274
C 1.09086 -4.25358 2.27316 0.0450 0.0702 0.0193
C 0.93603 -2.96966 1.80469 0.0778 -0.1236 -0.1264
N -0.24706 -2.43147 1.45596 -0.0227 -0.2111 -0.4367
C -4.23319 -0.89829 1.10813 -0.0524 -0.0898 0.0433
C -5.44359 -1.56842 1.16921 0.0835 0.0567 -0.0095
C -6.58967 -0.86840 0.82810 -0.0267 0.0171 -0.0087
C -6.50582 0.46742 0.44451 -0.0258 0.0137 -0.0018
C -5.29218 1.14460 0.42937 -0.0049 -0.0118 -0.0017
C -4.14176 0.44729 0.77072 -0.0404 0.0383 -0.0146
H 3.43211 3.00490 3.49685 0.0090 0.0095 -0.0041
H 3.03575 3.63209 1.09332 -0.0073 0.0157 0.0096
H 0.77044 3.26613 0.12296 0.0359 0.0102 -0.0826
H 1.53699 2.07867 4.78984 -0.0040 -0.0056 0.0055
H -2.18848 -5.06788 2.19507 -0.0139 0.0147 0.0101
H 0.03316 -6.08799 2.70966 0.0071 -0.0059 0.0174
H 2.07779 -4.61704 2.52172 0.0018 -0.0149 -0.0105
H 1.78588 -2.31690 1.66240 0.0307 -0.0246 -0.0172
H -5.47222 -2.60738 1.46516 -0.0078 -0.0309 0.0041
H -7.55417 -1.36006 0.84783 -0.0027 -0.0077 0.0062
H -7.40818 0.99556 0.16127 0.0002 0.0012 -0.0047
H -5.25459 2.18280 0.14202 -0.0100 -0.0073 -0.0082
S 0.66613 -0.66438 -2.14380 -0.0547 -0.1173 0.1545
C 0.33400 1.01572 -2.54012 0.0846 0.0333 -0.4236
N 0.76359 1.42757 -3.70418 0.3224 -0.0915 0.1831
N 0.45849 2.75768 -4.01971 -0.5471 -0.0051 0.2820
C 0.90453 3.87200 -3.36153 0.2702 0.0327 -0.2075
C 1.88567 3.81767 -2.36164 -0.1121 -0.1348 0.0596
C 2.33471 4.98227 -1.76572 -0.0094 0.0368 0.0672
C 1.84301 6.22720 -2.13621 0.0152 -0.0145 0.0165
C 0.88117 6.28463 -3.13664 -0.0313 0.0556 -0.0196
C 0.41414 5.13265 -3.73908 0.0009 -0.0310 -0.0367
N -0.41080 1.74735 -1.67530 -0.0230 0.1294 0.0131
N -0.82171 1.04464 -0.63131 -0.1676 -0.1605 0.2221
C -1.78590 1.80231 0.17939 0.0316 0.2318 -0.0446
C -2.40382 1.77931 2.21843 -0.0019 0.0940 0.1514
C -3.41499 2.86999 2.44216 -0.0665 0.1362 -0.0049
C -3.74070 3.76372 1.50340 -0.0058 -0.0313 0.1438
C -3.30451 3.78381 0.10033 0.0622 -0.0094 -0.1467
C -2.49857 2.92541 -0.53179 -0.0819 0.0533 0.0037
H 0.14417 2.86829 -4.96699 0.0504 0.0199 0.0338
H 2.28474 2.85499 -2.06988 -0.0210 -0.0058 0.0253
H 3.08654 4.91775 -0.98870 0.0431 -0.0139 0.0137
H 2.19508 7.12756 -1.65163 0.0101 0.0197 0.0016
H 0.47771 7.24198 -3.44639 -0.0013 0.0036 0.0046
H -0.35103 5.19000 -4.50556 -0.0076 -0.0016 -0.0066
H -2.13394 1.25293 3.13225 -0.0042 -0.0373 -0.0543
H -3.87622 2.94568 3.42008 -0.0075 -0.0099 0.0133
H -4.45369 4.53641 1.77172 -0.0033 -0.0041 0.0124
H -3.73956 4.57449 -0.50217 -0.0049 0.0000 0.0016
H -2.29390 3.03988 -1.58641 -0.0014 -0.0117 -0.0118
C -4.32293 -3.96377 -1.01813 -0.1018 0.0426 -0.0169
C -2.99652 -4.23286 -1.70024 0.2209 -0.0768 -0.1155
As -1.71750 -2.71724 -1.74844 -0.2941 0.2599 0.0376
C -0.44980 -3.59748 -2.96480 -0.1108 -0.0164 -0.0263
C 0.70633 -4.20272 -2.18021 0.0581 -0.0418 0.0451
C -2.72018 -1.53167 -2.96105 0.0999 0.0247 0.0663
C -3.34633 -2.17386 -4.18797 -0.0202 -0.0121 -0.0682
H -5.00140 -4.81496 -1.12824 0.0175 -0.0009 0.0119
H -4.82365 -3.09227 -1.44860 0.0060 0.0044 0.0023
H -4.17405 -3.76874 0.04034 0.0073 -0.0076 0.0432
H -3.14797 -4.51135 -2.74676 0.0127 -0.0188 0.0312
H -2.46876 -5.06830 -1.23093 -0.0267 0.0300 0.0569
H -0.09470 -2.85199 -3.67416 0.0166 -0.0227 0.0049
H -0.99989 -4.36709 -3.51242 0.0326 0.0125 -0.0032
H 1.29645 -3.42367 -1.69418 -0.0050 0.0079 -0.0017
H 1.37673 -4.76860 -2.83072 0.0058 0.0012 -0.0077
H 0.35164 -4.88081 -1.39827 -0.0058 0.0001 0.0000
H -1.99590 -0.76412 -3.24332 -0.0380 -0.0105 0.0109
H -3.47593 -1.03960 -2.34090 0.0034 -0.0140 -0.0273
H -2.60335 -2.71042 -4.78170 0.0114 -0.0055 0.0040
H -3.79290 -1.41589 -4.83629 0.0068 0.0037 0.0116
H -4.13569 -2.87965 -3.92472 -0.0065 -0.0114 0.0154
C 8.14320 -2.40231 1.69245 -0.0043 -0.0394 0.0036
C 9.08963 -1.35406 2.21056 0.0360 -0.0068 0.0393
O 10.25064 -1.57565 2.44481 -0.0002 0.0278 -0.0289
S 8.47957 0.29228 2.53852 -0.0713 0.0149 -0.0151
C 6.75652 0.20889 2.11282 0.0119 0.0428 -0.0254
C 5.81480 -0.15610 3.06993 0.0377 -0.0085 0.0322
C 4.47497 -0.23510 2.73723 -0.0149 0.0172 -0.0270
C 4.04282 0.05310 1.43658 0.1640 -0.0149 -0.1007
C 4.99530 0.45294 0.48777 -0.0716 -0.0672 0.0767
C 6.33361 0.53055 0.82490 0.0873 0.0289 0.0060
C 2.67389 -0.07146 1.07182 -0.2270 0.1396 0.2212
C 1.49171 -0.15532 0.78900 -0.1667 0.0223 -0.0845
H 8.74157 -3.20384 1.26556 -0.0248 -0.0244 0.0076
H 7.43617 -2.01060 0.96568 0.0242 0.0103 -0.0255
H 7.56366 -2.79273 2.53119 -0.0164 0.0041 -0.0017
H 6.14142 -0.38511 4.07685 -0.0024 0.0059 0.0054
H 3.74163 -0.51386 3.48262 -0.0140 -0.0134 -0.0135
H 4.66217 0.68726 -0.51472 0.0082 0.0072 -0.0066
H 7.06472 0.83287 0.08501 -0.0027 0.0033 0.0061
```
Forces are in eV/Å.

***

Entry 3:
The following is a quantum chemistry calculation of a cluster of 2 separate species, C4H11NS in total, from OMol25.

* E: -16650.674 eV
* SMILES string: C=NC.CSC
* gap between HOMO and LUMO: 9.41 eV
* ΔE to the lowest compared entry with this formula, charge and spin: 1.120 eV

Geometry as XYZ:
```
17
Properties=species:S:1:pos:R:3:forces:R:3
C 1.97300 0.45669 0.28184 -0.0881 -0.0820 0.1499
N 1.36131 -0.11057 1.22540 0.0512 -0.0699 -0.0842
C 0.60171 0.72882 2.12555 -0.0305 0.0380 0.1723
H 2.56238 -0.14333 -0.40768 -0.0295 0.0447 -0.0259
H 1.93681 1.53812 0.12924 0.0502 0.0761 -0.0857
H 0.98865 0.61086 3.13773 0.0768 -0.0164 0.0174
H -0.43232 0.38549 2.15920 -0.0179 0.0237 -0.0694
H 0.62853 1.79425 1.86359 -0.0290 -0.0191 -0.0529
C -1.88675 0.29707 -0.48334 0.0314 0.1204 -0.2813
S -0.81469 0.28155 -1.95030 0.1211 -0.0051 0.1150
C -0.24147 -1.42760 -1.87682 -0.2724 -0.1399 -0.0022
H -1.64115 -0.54067 0.16302 0.0415 -0.0327 0.0372
H -2.92528 0.23640 -0.79687 -0.0839 -0.0705 0.1124
H -1.72916 1.22492 0.06220 -0.0094 0.0025 -0.0014
H 0.39968 -1.60493 -2.73810 0.0643 0.0598 0.0297
H 0.30627 -1.61157 -0.95264 0.0516 0.0268 -0.0392
H -1.08752 -2.11551 -1.94202 0.0725 0.0436 0.0082
```
Forces are in eV/Å.

***

Entry 4:
The following is a quantum chemistry calculation of an isolated molecule of C22H36N4O6, from OMol25.

* E: -41647.412 eV
* SMILES string: CC(C)C[C@H](NC(=O)c1[nH]cnc1C(=O)N[C@@H](C)C(=O)OC(C)(C)C)C(=O)OC(C)(C)C
* gap between HOMO and LUMO: 9.82 eV
* ΔE to the lowest compared entry with this formula, charge and spin: 0.000 eV

Geometry as XYZ:
```
68
Properties=species:S:1:pos:R:3:forces:R:3
C 0.00979 -3.49704 -0.20715 -0.0303 0.2814 -0.1271
C 0.31369 -2.45712 -1.28352 0.1896 -0.1616 -0.0858
C 0.00973 -3.03577 -2.66394 -0.0412 0.2175 0.2241
C 1.77700 -2.00783 -1.22559 -0.1815 0.1083 0.2337
C 2.09162 -1.11249 -0.02296 0.3880 -0.0964 -0.4349
N 1.43689 0.17239 -0.12576 -0.1694 -0.1347 0.0742
C 1.91666 1.14387 -0.90729 -0.2788 -0.0680 0.2038
O 2.97440 1.10393 -1.52409 0.1428 -0.0067 -0.2134
C 1.07757 2.36056 -0.99096 -0.4682 0.1525 0.1547
N 1.56370 3.41816 -1.70317 0.0579 -0.2515 0.0862
C 0.63678 4.39601 -1.67152 -0.0178 0.1089 -0.0327
N -0.41421 4.03960 -0.98895 -0.2972 0.1561 0.0680
C -0.17168 2.76798 -0.54692 0.8654 -0.0241 -0.4533
C -1.19733 2.05880 0.22822 -0.1268 0.2418 0.1696
O -1.06326 0.92333 0.68014 -0.1282 -0.1760 0.0699
N -2.30809 2.78793 0.42086 -0.2457 0.1201 0.0403
C -3.48902 2.19275 0.99820 0.1137 -0.3664 0.0092
C -4.64705 3.18069 0.98614 0.1754 -0.1070 0.0086
C -3.86127 0.94675 0.17190 0.2788 0.6282 0.0245
O -3.73346 0.90148 -1.02302 -0.0713 -0.0972 -0.0753
O -4.34572 0.00938 0.96110 -0.2136 -0.2679 0.4090
C -4.72635 -1.29477 0.43969 -0.2053 -0.5323 -0.2751
C -5.16395 -2.07400 1.67940 0.1613 0.3544 -0.2344
C -3.51666 -1.95763 -0.21480 -0.0867 0.2886 0.0530
C -5.88479 -1.14787 -0.54503 0.2373 0.1757 0.1195
C 3.61190 -0.93212 0.12445 -0.4029 -0.3510 0.0179
O 4.41712 -1.66179 -0.38888 0.0854 -0.0134 0.0024
O 3.86655 0.06021 0.96217 0.0259 0.2473 0.3385
C 5.22862 0.48634 1.22442 0.6108 0.1265 0.1215
C 5.05977 1.74377 2.07800 -0.1345 -0.3696 -0.2462
C 5.94116 0.81760 -0.08549 -0.2117 -0.1430 0.0494
C 5.96959 -0.60102 2.00156 -0.2770 0.0531 -0.1818
H 0.12165 -3.07965 0.79038 -0.0065 -0.0297 0.1892
H -1.01144 -3.85647 -0.30857 -0.1209 -0.0700 0.0585
H 0.68311 -4.34644 -0.30279 0.0804 -0.1335 0.0004
H -0.33097 -1.58593 -1.12426 -0.0256 0.0175 -0.0185
H 0.64659 -3.89530 -2.86182 0.0801 -0.1368 -0.0561
H -1.02854 -3.35421 -2.72447 -0.1134 -0.0740 -0.0576
H 0.18520 -2.29344 -3.43884 0.0215 0.0484 -0.1333
H 2.43589 -2.87656 -1.18778 -0.0043 -0.0305 -0.0628
H 2.02847 -1.44448 -2.12620 0.0809 -0.0037 -0.0249
H 1.74572 -1.58053 0.90486 0.0512 0.0601 -0.0541
H 0.50692 0.29447 0.28799 0.1074 0.1044 -0.0498
H 2.46239 3.39049 -2.16339 -0.0477 0.0029 0.0186
H 0.75682 5.34696 -2.15081 0.1202 0.1631 -0.1348
H -2.37160 3.66183 -0.08258 0.0373 -0.0449 0.0236
H -3.26550 1.86179 2.01922 -0.0777 0.0523 -0.1776
H -4.37773 4.07925 1.53625 -0.0130 0.0744 0.0534
H -4.89371 3.45024 -0.03875 -0.0432 0.0435 -0.0878
H -5.52134 2.73337 1.45135 -0.0682 -0.0083 0.0291
H -5.99049 -1.56525 2.16856 -0.1082 0.0303 0.0569
H -5.48018 -3.07394 1.39790 -0.0309 -0.1062 -0.0501
H -4.33815 -2.14655 2.38170 0.0891 -0.0443 0.0926
H -3.24140 -1.43407 -1.12600 0.0359 -0.0251 -0.0548
H -3.75154 -2.99054 -0.45686 -0.0409 -0.1347 0.0122
H -2.67031 -1.93164 0.46746 0.1076 -0.0611 0.0793
H -6.21025 -2.13113 -0.87291 -0.0522 -0.1267 -0.0029
H -6.72139 -0.64073 -0.06869 -0.1100 0.0100 0.0507
H -5.57256 -0.57364 -1.41293 -0.0242 -0.0172 -0.0507
H 4.53427 2.50702 1.51011 -0.0451 0.1242 -0.0604
H 6.03140 2.12649 2.37637 0.1127 0.0308 0.0199
H 4.47856 1.51455 2.96747 -0.0430 -0.0080 0.1193
H 6.84470 1.38562 0.11909 0.0992 0.0709 0.0743
H 6.20239 -0.09203 -0.61815 0.0556 0.0096 -0.0451
H 5.27918 1.40211 -0.72011 0.0038 0.0975 -0.0470
H 6.97446 -0.26134 2.23690 0.1135 0.0594 0.0504
H 5.44528 -0.82555 2.92817 -0.0185 -0.0031 0.1233
H 6.03441 -1.50686 1.40490 0.0532 -0.0351 -0.0014
```
Forces are in eV/Å.